(1)
A molecular structure, C7H14O3P at a distorted geometry, computed with ωB97M-V with the def2-TZVPD basis set.

ORCA input file:
```
! wB97M-V def2-TZVPD RIJCOSX def2/J DEFGRID3
* xyz 1 1
C -1.94744 0.52698 0.87802
C 2.86171 -0.04771 -0.63283
C 2.67313 -1.56577 -0.67207
C 1.70474 0.53212 0.18238
C 1.24538 -1.83982 -1.15185
C -3.71603 2.04610 1.24187
C -1.47994 -0.87941 0.99436
O -1.21409 1.35848 0.35921
O -0.22337 0.24286 -1.85006
O -3.14398 0.73790 1.33457
P 0.30015 -0.40000 -0.52454
H 3.81996 0.22093 -0.18881
H 2.83155 0.34783 -1.64940
H 3.39464 -2.02963 -1.34531
H 2.82749 -1.98287 0.32474
H 1.80531 0.29367 1.23879
H 1.56032 1.60455 0.06929
H 1.16880 -1.80054 -2.24053
H 0.85785 -2.79588 -0.80857
H -4.36480 2.08251 0.36528
H -2.93604 2.80325 1.16052
H -4.30752 2.19420 2.14296
H -1.00478 -1.13916 1.92986
H -2.13319 -1.64568 0.60310
H -0.57984 1.13509 -1.76099
*
```

DFT total energy (Ha): -841.95941
LUMO (eV): -3.8745

These are the natural (NBO) partial charges, in e, on atoms 1 to 5: C 0.77; C -0.41; C -0.40; C -0.75; C -0.77

---

(2)
A single C7H14O4S molecule at a distorted geometry, computed with ωB97M-V with the def2-TZVPD basis set.

ORCA input file:
```
! wB97M-V def2-TZVPD RIJCOSX def2/J DEFGRID3
* xyz 0 1
C -2.41319 0.06330 2.45440
C -1.49305 -1.30907 2.28359
O -1.31376 -1.65774 0.83539
C -0.06081 -0.98443 0.45971
C 0.30413 -1.03291 -1.13835
C 1.91254 -0.58799 -1.24968
C 2.12831 0.93961 -0.63790
C 1.14836 2.07075 -1.33192
O 0.41244 1.59897 -2.51510
S -0.62064 0.28985 -2.16138
O -1.86550 0.78107 -1.38199
O -1.04432 -0.31916 -3.54794
H -3.44336 -0.12170 2.97842
H -1.76879 0.80650 3.09525
H -2.54158 0.53993 1.36824
H -0.42227 -1.10436 2.76997
H -1.95269 -2.19859 2.90856
H -0.14388 0.12957 0.80866
H 0.81611 -1.56291 1.01987
H 0.12346 -2.11459 -1.59376
H 2.49169 -1.33091 -0.55076
H 2.29507 -0.59846 -2.36234
H 3.27299 1.18530 -0.76260
H 1.90307 0.99831 0.53276
H 1.86861 2.94477 -1.70710
H 0.40709 2.57488 -0.57400
*
```

DFT total energy (Ha): -974.06391
SMILES string: CCOC[C@@H]1CCCOS1(=O)=O
LUMO (eV): 0.4705

These are the natural (NBO) partial charges, in e, on atoms 1 to 5: C -0.68; C -0.09; O -0.55; C -0.09; C -0.43

---

(3)
A molecular structure, C7H14OPRuS at a distorted geometry, computed with ωB97M-V with the def2-TZVPD basis set.

ORCA input file:
```
! wB97M-V def2-TZVPD RIJCOSX def2/J DEFGRID3
* xyz 1 5
C 0.05862 0.71309 -1.72823
C -0.90182 0.10268 -2.74324
C -0.33386 -1.08934 -3.26833
C 0.93111 -1.27343 -2.65363
C 1.19239 -0.17300 -1.75990
Ru 0.56669 1.46358 0.34598
P -0.28101 3.46281 0.39696
H 0.08678 1.84738 -1.50750
H -1.91842 0.51161 -2.88595
H -0.72855 -1.76162 -4.04813
H 2.06151 0.09464 -1.11798
H 1.48057 -2.20083 -2.66583
H -1.36120 3.55333 1.33100
H -0.92972 3.84764 -0.84175
H 0.54190 4.61459 0.68729
C 0.00829 -0.94772 3.57319
S 0.69127 -0.73098 1.90902
C 0.01716 -2.18370 1.06890
O -0.42362 0.46570 1.52673
H 0.44701 -1.81086 4.08085
H -1.06849 -1.08462 3.42421
H 0.21399 -0.03088 4.13419
H -0.74693 -2.61150 1.72867
H -0.41326 -1.85614 0.11778
H 0.80961 -2.92243 0.89572
*
```

<S²>: 6.035
DFT total energy (Ha): -1184.27369
LUMO (alpha / beta) (eV): -3.4157 / -5.4465

These are the natural (NBO) partial charges, in e, on atoms 1 to 5: C -0.47; C -0.01; C -0.30; C -0.16; C -0.16

---

(4)
A molecular structure, C7H14OPSY at a distorted geometry, computed with ωB97M-V with the def2-TZVPD basis set.

ORCA input file:
```
! wB97M-V def2-TZVPD RIJCOSX def2/J DEFGRID3
* xyz 0 1
C 1.56660 -1.88036 -1.06072
C 2.99660 -1.94107 -1.07827
C 3.42903 -2.73855 0.01768
C 2.27360 -3.23584 0.69947
C 1.11616 -2.72839 0.04051
Y -1.78043 -0.54352 -0.45404
P -2.56760 0.12892 -2.86700
H 0.92292 -1.35206 -1.77057
H 3.64970 -1.44835 -1.79088
H 4.46722 -2.92918 0.28722
H 0.06847 -2.96346 0.29401
H 2.25747 -3.87964 1.57795
H -3.50536 -0.83139 -3.43767
H -1.63476 0.17211 -3.98361
H -3.33300 1.32352 -3.17659
C -2.26302 2.99741 1.43820
S -0.63719 2.65714 0.69980
C 0.26766 2.23149 2.21487
O -0.93892 1.23570 0.11605
H -2.27286 4.05905 1.71851
H -2.43091 2.36443 2.31888
H -3.03406 2.80293 0.68248
H -0.30867 1.55753 2.86305
H 1.21603 1.76173 1.92556
H 0.47529 3.17985 2.72512
*
```

DFT total energy (Ha): -1127.94890
LUMO (alpha / beta) (eV): -0.6441 / -0.5203

These are the natural (NBO) partial charges, in e, on atoms 1 to 5: C -0.41; C -0.34; C -0.33; C -0.34; C -0.40

---

(5)
3 unconnected molecules or ions with the total composition C7H14OSi at a distorted geometry, computed with ωB97M-V with the def2-TZVPD basis set.

ORCA input file:
```
! wB97M-V def2-TZVPD RIJCOSX def2/J DEFGRID3
* xyz 0 1
C 5.30953 -3.01399 1.07505
C 4.26229 -2.48179 0.86274
C -1.98612 -0.55775 1.76850
C -2.24177 2.38775 -1.28140
C 0.07447 -2.10022 -1.73578
C -0.40447 -0.42629 1.65927
C -1.06038 2.97841 -1.55865
O 0.17461 -2.59692 -0.41101
Si 0.10750 -2.23887 1.23432
H 6.18546 -3.41513 1.40925
H -2.27259 0.50871 1.94927
H -2.41882 -1.03361 0.90516
H -2.29450 -1.24621 2.55986
H -2.37892 1.88747 -0.32056
H 3.33442 -2.14647 0.44658
H -3.02190 2.51683 -2.00810
H -0.05168 -1.07856 -1.91391
H -0.57722 -2.73492 -2.37035
H 1.04841 -2.43481 -2.14029
H -0.09915 -0.21409 2.65907
H 0.02054 0.33252 0.89529
H -0.76898 3.09508 -2.57425
H -0.30594 3.19191 -0.84312
*
```

DFT total energy (Ha): -639.65573
LUMO (eV): 0.2447

These are the natural (NBO) partial charges, in e, on atoms 1 to 5: C -0.22; C -0.23; C -0.64; C -0.39; C -0.25

---

(6)
2 unconnected molecules or ions with the total composition C7H14P at a distorted geometry, computed with ωB97M-V with the def2-TZVPD basis set.

ORCA input file:
```
! wB97M-V def2-TZVPD RIJCOSX def2/J DEFGRID3
* xyz 1 1
C 1.39881 1.00422 -2.03306
C 0.47676 0.09279 -2.34484
C -0.06405 -2.29327 1.31343
C -1.49551 -2.16843 0.77502
C 0.91899 -1.87201 0.28250
C -1.50707 -1.01950 -0.22991
C 0.47288 2.58833 2.43591
P 0.12352 -1.09991 -0.96645
H 1.68470 1.62277 -2.87946
H 1.79930 1.05423 -0.98185
H 0.17804 -0.13520 -3.36346
H 0.05109 -1.58844 2.10316
H 0.20347 -3.30841 1.55739
H -1.76159 -3.20461 0.44697
H -2.13030 -2.00206 1.58099
H 0.00474 3.00805 3.28769
H 1.81393 -2.45558 0.25704
H -2.20403 -1.39308 -0.98636
H -1.81836 -0.12693 0.39723
H 1.32590 2.39322 3.07746
H 0.61574 3.37510 1.70929
H -0.04042 1.67865 2.08823
*
```

DFT total energy (Ha): -616.09037
LUMO (eV): -5.1886

These are the natural (NBO) partial charges, in e, on atoms 1 to 5: C -0.25; C -0.51; C -0.46; C -0.39; C -0.41

---

Q: Look up the DFT total energy of the fifth one.
A: -639.65573 Ha

---

Q: What is the DFT total energy in the second record?
A: -974.06391 Ha

---

Q: Among the records above, which one has the highest DFT total energy?
A: C7H14P